Entry 1:
C35H33N8O3PPdS2 | the ωB97M-V functional and the def2-TZVPD basis

The HOMO energy (alpha / beta) comes out at -7.69 / -7.68 eV. The relative energy (zero: lowest compared OMol25 entry of this formula, charge and spin) is 0.0000 eV. The frontier orbital gap (alpha / beta) is 6.222 / 6.237 eV. As for the spin multiplicity: 1. The value obtained for the LUMO energy (alpha / beta) is -0.05391 / -0.05305 hartree.

Positions of all 83 atoms, in Å:
Pd  0.4182  -0.8835  -0.3430
O  1.8022  0.9285  0.7761
S  2.9973  0.1254  0.4718
O  4.1783  0.9298  0.3164
O  2.7036  -0.8486  -0.6043
C  3.1915  -0.9139  1.8888
C  4.4676  -1.2751  2.2869
C  4.6246  -2.1767  3.3281
C  3.5113  -2.7115  3.9575
C  2.2331  -2.3499  3.5561
C  2.0532  -1.4493  2.5126
P  0.3673  -1.0371  1.9307
C  -0.6278  -2.4034  2.5602
C  -0.4533  -3.6318  1.9170
C  -1.1524  -4.7475  2.3427
C  -2.0440  -4.6382  3.4049
C  -2.2232  -3.4197  4.0434
C  -1.5169  -2.2993  3.6253
C  -0.1478  0.4459  2.8210
C  0.7743  1.2752  3.4496
C  0.3568  2.4719  4.0101
C  -0.9807  2.8447  3.9504
C  -1.9071  2.0151  3.3335
C  -1.4897  0.8238  2.7569
H  5.3182  -0.8384  1.7794
H  5.6180  -2.4680  3.6442
H  3.6354  -3.4229  4.7633
H  1.3739  -2.7849  4.0493
H  0.2389  -3.7125  1.0908
H  -1.0008  -5.6970  1.8454
H  -2.5999  -5.5073  3.7348
H  -2.9107  -3.3399  4.8764
H  -1.6501  -1.3557  4.1370
H  1.8187  0.9963  3.4846
H  1.0779  3.1186  4.4924
H  -1.2994  3.7865  4.3805
H  -2.9518  2.2972  3.2959
H  -2.2048  0.1932  2.2427
N  1.2500  8.8014  0.8146
C  1.2221  7.7607  0.3270
C  1.1746  6.4542  -0.2918
C  1.2471  5.3095  0.4967
C  1.1800  4.0574  -0.0894
C  1.0399  3.9642  -1.4665
C  0.9696  5.0972  -2.2620
C  1.0383  6.3477  -1.6731
N  0.9447  2.6710  -2.0567
C  1.6349  2.1778  -3.1499
C  1.2706  0.8771  -3.2547
N  0.3537  0.5539  -2.2678
C  0.1941  1.6599  -1.5698
H  1.3667  5.4030  1.5682
H  1.2611  3.1518  0.5023
H  0.8420  4.9982  -3.3329
H  0.9753  7.2430  -2.2763
H  2.3280  2.7796  -3.7125
H  1.6050  0.1450  -3.9720
H  -0.4757  1.7907  -0.7375
C  -4.0519  1.1642  -4.7159
C  -2.7369  0.9593  -3.9860
N  -2.9282  0.4554  -2.6214
C  -2.2641  -0.5655  -2.0497
S  -2.0150  -0.4617  -0.3221
N  -1.9074  -1.6382  -2.7097
C  -2.3423  -2.1035  -4.0239
C  -2.5426  -3.6099  -3.9664
H  -3.8704  1.5920  -5.7030
H  -4.7014  1.8475  -4.1648
H  -4.5859  0.2204  -4.8398
H  -2.1947  1.9046  -3.9217
H  -2.0999  0.2711  -4.5252
H  -3.2101  1.1499  -1.9476
H  -1.2025  -2.2260  -2.2319
H  -1.5950  -1.8597  -4.7820
H  -3.2767  -1.6102  -4.2824
H  -1.6228  -4.1053  -3.6520
H  -2.8251  -3.9922  -4.9475
H  -3.3271  -3.8618  -3.2516
N  3.5470  -5.8928  -0.5549
C  2.5063  -5.4325  -0.7803
N  1.2802  -5.0086  -0.9868
C  0.7699  -3.8788  -1.2384
N  0.1744  -2.9012  -1.5003

Entry 2:
C35H34BrLuN6O2 | the ωB97M-V functional and the def2-TZVPD basis

Its total charge is +2. The HOMO energy comes out at -12.72 eV. The relative energy (zero: lowest compared OMol25 entry of this formula, charge and spin) is 2.7795 eV. The frontier orbital gap is 6.598 eV. As for the spin multiplicity: 1. The value obtained for the LUMO energy is -0.22483 hartree.

Positions of all 79 atoms, in Å:
Lu  -0.4026  0.8672  0.2527
C  -0.3718  1.0400  -2.9262
C  -1.6569  1.8109  -3.1925
C  -2.5678  2.2315  -2.0686
C  -3.7527  2.8832  -2.3986
C  -4.6258  3.2743  -1.4027
C  -4.3023  3.0126  -0.0793
C  -3.1075  2.3762  0.1804
N  -2.2554  1.9838  -0.7904
N  -0.4598  -0.2254  -2.1220
C  -1.6879  -0.9981  -2.3731
C  -2.3949  -1.4584  -1.1153
C  -3.4245  -2.3896  -1.2028
C  -4.1290  -2.7276  -0.0613
C  -3.7815  -2.1347  1.1468
C  -2.7286  -1.2423  1.1554
N  -2.0491  -0.9056  0.0495
C  0.7861  -0.9939  -2.4123
C  0.7316  -2.4623  -2.1044
C  0.7849  -3.4217  -3.1018
C  0.6970  -4.7705  -2.8000
C  0.5105  -5.1604  -1.4855
C  0.4611  -4.1968  -0.5036
N  0.6101  -2.9019  -0.8307
H  0.3671  1.6771  -2.4329
H  0.0577  0.8108  -3.9093
H  -2.2709  1.2937  -3.9349
H  -1.3369  2.7173  -3.7179
H  -3.9759  3.0815  -3.4384
H  -5.5462  3.7823  -1.6556
H  -4.9400  3.3111  0.7393
H  -2.7812  2.1852  1.1966
H  -1.5004  -1.8688  -3.0093
H  -2.3966  -0.3995  -2.9433
H  -3.6779  -2.8240  -2.1608
H  -4.9435  -3.4371  -0.1114
H  -4.3099  -2.3585  2.0616
H  -2.4086  -0.7632  2.0747
H  1.6207  -0.5260  -1.8860
H  0.9960  -0.9419  -3.4864
H  0.9008  -3.0833  -4.1216
H  0.7544  -5.5037  -3.5919
H  0.4090  -6.1968  -1.2015
H  0.3157  -4.4142  0.5393
O  3.4400  -1.6829  -0.2051
C  3.4471  -2.8173  0.5461
C  4.5390  -3.6684  0.4047
C  4.5924  -4.8546  1.1137
C  3.5621  -5.2209  1.9749
C  2.4680  -4.3896  2.0969
C  2.3926  -3.1886  1.3861
C  1.1799  -2.3450  1.5120
O  0.6231  -1.9332  0.1238
N  1.4549  -1.0791  2.0589
N  0.3853  -0.2080  2.0892
C  0.4342  0.8902  2.7829
C  -0.5129  1.9037  2.3622
Br  2.0555  1.5473  -0.3205
C  -0.8748  2.8855  3.2080
C  -1.6392  4.0744  2.8173
C  -1.4332  4.6684  1.5710
C  -2.1566  5.7889  1.1980
C  -3.1058  6.3180  2.0633
C  -3.3068  5.7424  3.3111
C  -2.5642  4.6376  3.6952
H  2.9491  -0.9641  0.2272
H  5.3435  -3.3683  -0.2509
H  5.4523  -5.5012  1.0054
H  3.6205  -6.1406  2.5383
H  1.6524  -4.6641  2.7575
H  0.3231  -2.8609  1.9622
H  2.1139  -1.0631  2.8278
H  1.2663  1.0550  3.4756
H  -0.6246  2.8326  4.2694
H  -0.6642  4.2697  0.9158
H  -1.9692  6.2620  0.2433
H  -3.6679  7.1959  1.7759
H  -4.0294  6.1680  3.9938
H  -2.7097  4.2080  4.6782

Entry 3:
C35H34Cl3N3P2RuS2Si | the ωB97M-V functional and the def2-TZVPD basis

Its total charge is +2. The HOMO energy (alpha / beta) comes out at -12.08 / -12.08 eV. The frontier orbital gap (alpha / beta) is 5.434 / 5.435 eV. As for the spin multiplicity: 1. The value obtained for the LUMO energy (alpha / beta) is -0.24440 / -0.24437 hartree.

Positions of all 81 atoms, in Å:
Ru  -0.2708  0.0439  0.0873
C  1.7725  -4.3899  2.3809
S  0.6931  -4.6413  0.9559
C  0.3889  -3.0315  0.3799
S  0.8617  -1.5820  1.3962
N  -0.1384  -2.8795  -0.7663
N  -0.4971  -1.5909  -1.0992
C  -1.0757  -1.4170  -2.2377
C  -1.5072  -0.0657  -2.5291
C  -2.1059  0.2142  -3.7259
C  -2.5825  1.5450  -3.9165
C  -2.3820  2.4738  -2.9610
C  -1.6432  2.1785  -1.7172
N  -1.3267  0.8189  -1.5133
H  2.0873  -5.3949  2.6586
H  1.2488  -3.9402  3.2221
H  2.6618  -3.8241  2.1173
H  -1.2321  -2.2448  -2.9193
H  -2.2343  -0.5497  -4.4768
H  -3.1371  1.7985  -4.8100
H  -2.7775  3.4755  -3.0775
H  -2.1739  2.5897  -0.8552
C  0.4192  1.7809  3.7393
C  0.6519  0.3067  3.4004
P  -0.5992  -0.9576  2.8029
C  -2.0178  -1.0537  1.6383
C  -2.3037  -2.3905  1.2648
C  -3.3073  -2.6771  0.3719
C  -4.0748  -1.6481  -0.1806
C  -3.8341  -0.3475  0.1989
C  -2.8210  -0.0415  1.1115
C  -1.0523  -1.9007  4.2868
C  -2.1755  -2.7448  4.2810
C  -2.5665  -3.4248  5.4196
C  -1.8616  -3.2697  6.6022
C  -0.7702  -2.4164  6.6428
C  -0.3683  -1.7406  5.5058
C  0.7671  2.6604  2.5179
P  -0.2447  2.2326  1.0441
C  0.2557  3.4278  -0.2628
C  -0.2206  3.1686  -1.6115
C  -0.0368  4.2157  -2.5766
C  0.6240  5.3817  -2.2740
C  1.1272  5.5476  -0.9868
C  0.9301  4.5892  0.0159
C  -1.7965  3.1155  1.5537
C  -2.5290  2.6634  2.6569
C  -3.6355  3.3520  3.1260
C  -4.0495  4.5137  2.4916
C  -3.3464  4.9744  1.3910
C  -2.2297  4.2885  0.9337
H  1.1255  2.0384  4.5300
H  -0.5645  1.9880  4.1464
H  1.0930  -0.2376  4.2291
H  1.4172  0.3182  2.6254
H  -1.7341  -3.2157  1.6717
H  -3.4950  -3.7079  0.1021
H  -4.8646  -1.8769  -0.8833
H  -4.4320  0.4611  -0.2005
H  -2.7331  0.9787  1.4205
H  -2.7808  -2.8581  3.3975
H  -3.4345  -4.0685  5.3842
H  -2.1709  -3.7984  7.4938
H  -0.2289  -2.2698  7.5672
H  0.4754  -1.0788  5.6090
H  1.8146  2.4952  2.2544
H  0.6354  3.7129  2.7682
H  0.4157  2.3629  -2.0488
H  -0.3862  4.0325  -3.5862
H  0.7796  6.1430  -3.0252
H  1.6729  6.4506  -0.7418
H  1.3046  4.8022  1.0076
H  -2.2647  1.7403  3.1580
H  -4.1782  2.9755  3.9827
H  -4.9160  5.0519  2.8505
H  -3.6600  5.8780  0.8857
H  -1.6991  4.6975  0.0835
Cl  2.9403  -1.4101  -0.9089
Si  1.7841  0.3106  -0.9359
Cl  3.0960  1.7414  -0.1628
Cl  1.7118  0.7783  -2.9712

Question: Number 2 is which compound?
Answer: C35H34BrLuN6O2